# 1
{
  "formula": "C9H16OPSn",
  "method": "ωB97M-V/def2-TZVPD",
  "spin_multiplicity": 1,
  "homo_lumo_gap_ev": [2.741, 2.722],
  "e_homo_ev": [0.490, 0.541],
  "total_charge": -1,
  "max_force_ev_per_a": 3.150,
  "elements": ["C", "C", "C", "C", "C", "Sn", "P", "H", "H", "H", "H", "H", "H", "H", "H", "C", "C", "C", "O", "C", "H", "H", "H", "H", "H", "H", "H", "H"],
  "xyz": [[0.2911, 0.4060, -3.2372], [-0.9815, -0.2518, -3.0746], [-0.7867, -1.4458, -2.2749], [0.6143, -1.5303, -1.9093], [1.2923, -0.3762, -2.5033], [-0.1705, 0.4449, -0.8993], [-0.7487, 2.7903, -0.4598], [0.4758, 1.3775, -3.7127], [-1.9311, 0.0582, -3.5154], [-1.5448, -2.2031, -2.0550], [2.3676, -0.1791, -2.4590], [1.0959, -2.3235, -1.3244], [-1.7106, 2.8478, 0.5732], [-1.2511, 3.3958, -1.6235], [0.4177, 3.4712, -0.0228], [1.1814, -0.4671, 2.5916], [-0.0924, -1.2563, 2.8714], [-0.7915, -1.1995, 1.5437], [-0.5770, 0.2385, 1.2145], [0.6297, 0.7839, 1.9739], [1.7477, -0.2090, 3.4651], [1.8201, -1.0063, 1.8831], [-0.7031, -0.7454, 3.6188], [0.0689, -2.2806, 3.1452], [-0.2695, -1.7922, 0.7611], [-1.8782, -1.3413, 1.5057], [0.1259, 1.4834, 2.6438], [1.3083, 1.3101, 1.2801]],
  "nbo_charge": [-0.371, -0.339, -0.371, -0.384, -0.395, 0.000, -0.054, 0.231, 0.226, 0.220, 0.241, 0.226, -0.057, -0.003, -0.012, -0.485, -0.446, -0.074, -0.629, -0.168, 0.211, 0.218, 0.202, 0.201, 0.191, 0.208, 0.177, 0.233]
}

=====

# 2
{
  "formula": "C9H16OS",
  "method": "ωB97M-V/def2-TZVPD",
  "spin_multiplicity": 1,
  "homo_lumo_gap_ev": 9.114,
  "e_homo_ev": -8.445,
  "max_force_ev_per_a": 5.986,
  "smiles": "C=C(SC)C(=C)[C@@H](O)C(C)C",
  "elements": ["C", "C", "S", "C", "C", "C", "C", "O", "C", "C", "C", "H", "H", "H", "H", "H", "H", "H", "H", "H", "H", "H", "H", "H", "H", "H", "H"],
  "xyz": [[1.2043, 2.3042, 1.0807], [0.3792, 1.9220, 0.1006], [-1.1211, 2.8249, -0.2073], [-1.3741, 2.6629, -2.0279], [0.4450, 0.4716, -0.5982], [1.3857, 0.1410, -1.4601], [-0.6054, -0.5095, -0.3061], [-0.6935, -1.4567, -1.3489], [-0.0825, -1.1780, 1.0315], [-1.0727, -2.1932, 1.6029], [1.2867, -1.8903, 1.0703], [1.2912, 3.1925, 1.5869], [2.0493, 1.7436, 1.5140], [-0.8235, 1.7329, -2.2082], [-0.8364, 3.5731, -2.4433], [-2.4620, 2.6189, -2.3384], [1.3878, -0.7292, -2.0341], [2.2913, 0.6621, -1.7949], [-1.5268, -0.0932, -0.0575], [-1.3935, -2.1452, -1.0884], [-0.0078, -0.2579, 1.5185], [-1.2175, -3.0048, 0.9401], [-2.2013, -1.7417, 1.6179], [-0.9168, -2.4645, 2.5725], [1.1641, -2.6329, 2.0186], [2.1185, -1.1431, 1.1221], [1.3317, -2.4093, 0.1366]],
  "nbo_charge": [-0.403, -0.177, 0.220, -0.743, -0.036, -0.384, 0.048, -0.723, -0.229, -0.596, -0.616, 0.207, 0.203, 0.241, 0.225, 0.237, 0.213, 0.205, 0.186, 0.476, 0.203, 0.197, 0.186, 0.213, 0.212, 0.219, 0.217]
}

=====

Number 1: electronic energy -983.0996 Ha. Number 2: electronic energy -825.8252 Ha.